(1)
Molecular formula: C15H22N2O2
Method: DFT, the ωB97M-V functional and the def2-TZVPD basis

Geometry (Å):
C1 -3.317 1.513 5.346
C2 -2.183 1.499 4.451
C3 -1.323 0.528 4.588
C4 -0.119 0.380 3.643
C5 0.168 1.380 2.544
C6 -0.862 2.170 2.364
C7 -1.889 2.152 3.250
H1 -2.760 3.231 3.053
H2 -0.843 3.008 1.481
C8 1.165 1.202 1.611
O1 1.385 2.141 0.943
N1 1.569 0.004 1.190
H3 1.335 -0.748 1.728
C9 2.607 -0.325 0.409
C10 2.244 -0.922 -0.900
C11 1.276 -0.332 -1.680
N2 0.693 -1.015 -2.583
C12 1.449 -1.413 -3.792
C13 0.493 -2.131 -4.701
O2 -0.605 -1.719 -5.216
C14 -1.357 -1.164 -4.203
C15 -0.724 -0.493 -3.242
H4 -1.413 -0.129 -2.331
H5 -0.438 0.448 -3.697
H6 -2.400 -0.509 -4.676
H7 -1.736 -2.100 -3.521
H8 1.389 -2.447 -5.591
H9 0.192 -3.119 -4.245
H10 2.315 -1.995 -3.466
H11 1.755 -0.477 -4.274
H12 0.373 0.259 -1.013
H13 1.810 0.777 -2.171
H14 3.044 -1.306 -1.426
H15 1.849 -1.953 -0.564
H16 3.561 -0.889 0.872
H17 2.885 0.662 0.129
H18 0.601 -0.259 3.731
H19 -1.327 -0.493 5.376
H20 -3.555 0.605 5.736
H21 -4.306 1.797 4.662
H22 -3.000 2.178 6.187

Results
* 2S+1: 1
* HOMO energy: -8.29 eV
* relative energy (zero: lowest compared OMol25 entry of this formula, charge and spin): 1265.08 kJ/mol
* orbital gap: 8.60 eV
* DFT total energy: -22975.1098 eV
* charge: 0

***

(2)
Molecular formula: H16O8
Method: DFT, the ωB97M-V functional and the def2-TZVPD basis

Geometry (Å):
H1 1.653 -1.444 -0.447
H2 0.176 -1.278 -1.205
H3 2.001 0.511 0.348
H4 3.415 0.568 -0.346
H5 -1.670 -1.246 -2.617
H6 -1.827 -0.333 -1.302
H7 0.222 -1.823 0.755
H8 -0.474 -2.713 2.027
H9 -2.200 0.701 0.810
H10 -1.767 -0.846 0.886
H11 0.456 1.024 1.884
H12 1.175 -0.455 1.906
H13 -0.674 1.714 -0.028
H14 -1.445 2.904 0.666
H15 -0.118 1.212 -2.203
H16 1.157 1.399 -1.342
O1 0.780 -1.937 -0.632
O2 2.484 0.259 -0.535
O3 -1.153 -0.587 -2.000
O4 -0.338 -1.773 1.657
O5 -2.439 -0.253 0.419
O6 1.341 0.608 1.961
O7 -1.069 1.945 0.887
O8 0.313 1.842 -1.549

Results
* SMILES: O.O.O.O.O.O.O.O
* 2S+1: 1
* HOMO energy: -10.81 eV
* relative energy (zero: lowest compared OMol25 entry of this formula, charge and spin): 160.65 kJ/mol
* orbital gap: 11.19 eV
* DFT total energy: -16640.3456 eV
* charge: 0

***

(3)
Molecular formula: C7H13NO5Si
Method: DFT, the ωB97M-V functional and the def2-TZVPD basis

Geometry (Å):
C1 -0.078 -2.852 -1.385
C2 -1.280 -2.955 -0.592
C3 0.439 -1.691 -1.050
C4 -1.309 -1.826 0.161
C5 0.232 2.226 -2.006
C6 2.525 0.042 0.958
C7 -1.630 1.983 2.439
N1 -0.240 -1.017 -0.060
O1 1.625 -1.128 -1.547
O2 -2.164 -1.614 1.163
O3 -0.371 1.855 -0.815
O4 1.511 1.068 1.155
O5 -1.121 1.024 1.519
Si1 0.081 1.001 0.490
H1 0.330 -3.402 -2.159
H2 -1.957 -3.830 -0.323
H3 -0.503 2.205 -2.834
H4 1.161 1.635 -2.249
H5 0.521 3.379 -2.096
H6 2.019 -0.895 0.626
H7 3.241 0.093 1.791
H8 3.146 0.154 -0.033
H9 -2.431 1.513 2.994
H10 -2.242 2.707 2.043
H11 -0.887 2.406 3.202
H12 1.580 -1.401 -2.517
H13 -2.200 -0.679 1.126

Results
* SMILES: CO[Si](OC)(OC)n1c(O)ccc1O
* 2S+1: 1
* HOMO energy: -6.90 eV
* orbital gap: 7.44 eV
* DFT total energy: -27075.5520 eV
* charge: 0

***

(4)
Molecular formula: C2H4N3OS
Method: DFT, the ωB97M-V functional and the def2-TZVPD basis

Geometry (Å):
C1 -0.764 -0.659 0.458
C2 -0.951 -1.165 -0.873
N1 0.427 1.756 -1.852
N2 0.200 2.245 -2.818
N3 0.036 0.727 0.544
O1 -0.393 -0.791 -1.899
S1 -1.211 -1.392 1.786
H1 -1.752 -1.888 -0.837
H2 0.532 1.084 -0.265
H3 0.857 0.552 1.151
H4 -0.450 1.429 1.092

Results
* 2S+1: 1
* HOMO energy: -15.12 eV
* relative energy (zero: lowest compared OMol25 entry of this formula, charge and spin): 56.94 kJ/mol
* orbital gap: 8.31 eV
* DFT total energy: -19483.5991 eV
* charge: +1

***

(5)
Molecular formula: C5H9FO
Method: DFT, the ωB97M-V functional and the def2-TZVPD basis

Geometry (Å):
C1 0.516 0.075 0.650
C2 0.957 1.093 -0.180
C3 1.409 -0.421 1.813
C4 -1.549 -0.280 -1.852
C5 -1.684 1.083 -1.261
O1 1.061 -0.212 -0.662
F1 -1.654 2.167 -2.096
H1 -0.529 -0.252 0.805
H2 1.281 2.095 -0.519
H3 2.448 -0.234 1.618
H4 1.495 -1.474 2.069
H5 1.160 0.149 2.867
H6 -1.511 -0.165 -2.993
H7 -2.416 -0.906 -1.516
H8 -0.532 -0.711 -1.496
H9 -2.449 1.277 -0.544

Results
* 2S+1: 1
* HOMO energy (spin up / spin down): -7.64 / -7.90 eV
* relative energy (zero: lowest compared OMol25 entry of this formula, charge and spin): 583.57 kJ/mol
* orbital gap (spin up / spin down): 8.58 / 8.68 eV
* DFT total energy: -10089.7449 eV
* charge: 0

***

(6)
Molecular formula: C4H4NOP
Method: DFT, the ωB97M-V functional and the def2-TZVPD basis

Geometry (Å):
C1 -0.893 0.678 0.048
C2 -1.184 -0.692 -0.039
C3 0.322 1.243 -0.068
C4 -0.143 -1.601 -0.157
N1 1.380 0.477 -0.050
O1 2.863 1.168 -0.005
P1 1.517 -1.145 0.002
H1 -1.634 1.352 0.509
H2 -2.224 -1.045 -0.131
H3 0.511 2.235 0.119
H4 -0.515 -2.671 -0.228

Results
* SMILES: [O-][n+]1ccccp1
* 2S+1: 1
* HOMO energy (spin up / spin down): -8.68 / -8.68 eV
* relative energy (zero: lowest compared OMol25 entry of this formula, charge and spin): 328.25 kJ/mol
* orbital gap (spin up / spin down): 7.84 / 7.84 eV
* DFT total energy: -17034.7606 eV
* charge: 0

***

(7)
Molecular formula: C5H36N2O12
Method: DFT, the ωB97M-V functional and the def2-TZVPD basis

Geometry (Å):
C1 0.065 -0.958 0.683
N1 -1.276 -1.321 1.160
C2 0.139 -0.895 -0.851
C3 0.244 -2.313 -1.479
C4 1.045 -3.345 -0.737
N2 1.111 0.135 -1.185
C5 1.395 0.376 -2.584
O1 0.170 0.804 -3.168
H1 0.507 -0.116 1.239
H2 0.843 -1.620 1.054
H3 -1.771 -0.477 1.429
H4 -1.182 -1.781 2.061
H5 -0.811 -0.407 -1.131
H6 0.623 -2.292 -2.518
H7 -0.823 -2.533 -1.630
H8 2.031 -2.936 -0.485
H9 0.567 -3.459 0.244
H10 1.303 -4.258 -1.253
H11 1.928 0.254 -0.596
H12 2.075 1.234 -2.598
H13 1.698 -0.463 -3.243
H14 -0.621 0.329 -2.851
H15 2.741 3.235 -1.132
H16 2.331 2.393 0.065
O2 3.106 2.774 -0.371
H17 -2.315 0.456 2.357
H18 -1.991 0.690 3.721
O3 -1.637 0.115 3.014
H19 -2.626 -1.283 -0.380
H20 -2.705 -2.683 -0.898
O4 -3.215 -1.865 -0.896
H21 -2.747 1.190 0.394
H22 -4.105 1.515 0.883
O5 -3.329 1.013 1.165
H23 2.185 -0.968 3.063
H24 2.831 -0.519 1.742
O6 2.593 -1.313 2.252
H25 0.564 1.804 -1.033
H26 -0.102 2.277 0.326
O7 0.242 2.570 -0.530
H27 -2.791 0.148 -3.888
H28 -2.762 -0.315 -2.410
O8 -2.503 0.404 -3.008
H29 -1.739 2.679 -0.581
H30 -1.908 1.897 -1.822
O9 -2.330 2.005 -0.959
H31 -0.229 2.903 2.712
H32 -0.445 1.331 2.529
O10 -0.176 2.173 2.097
H33 3.575 1.820 0.146
H34 4.256 1.132 -0.970
O11 3.785 0.923 -0.156
H35 -0.066 -0.791 3.472
H36 1.413 -0.527 4.005
O12 0.839 -1.136 3.530

Results
* 2S+1: 1
* HOMO energy: -8.91 eV
* relative energy (zero: lowest compared OMol25 entry of this formula, charge and spin): 673.80 kJ/mol
* orbital gap: 8.79 eV
* DFT total energy: -33314.5783 eV
* charge: 0

***

(8)
Molecular formula: C26H43NO3
Method: DFT, the ωB97M-V functional and the def2-TZVPD basis

Geometry (Å):
C1 -3.191 2.891 1.044
C2 -3.707 1.583 0.457
C3 -3.023 0.367 1.080
C4 -3.551 -0.939 0.486
C5 -2.761 -2.183 0.896
C6 -2.826 -2.476 2.392
C7 -2.270 -3.851 2.767
H1 -2.495 -4.027 3.823
C8 -0.759 -3.995 2.570
C9 -0.346 -4.217 1.143
C10 0.893 -4.163 0.678
C11 2.135 -3.897 1.470
H2 1.892 -3.704 2.515
H3 2.757 -4.797 1.434
C12 2.943 -2.724 0.908
C13 2.235 -1.388 1.118
C14 3.028 -0.229 0.521
C15 2.331 1.110 0.741
C16 3.074 2.259 0.064
C17 2.423 3.616 0.362
C18 1.048 3.687 -0.271
O1 0.048 3.247 0.260
N1 1.023 4.289 -1.481
H4 1.891 4.554 -1.918
C19 -0.166 4.330 -2.299
H5 -0.976 3.956 -1.670
H6 -0.385 5.366 -2.578
C20 -0.015 3.472 -3.563
C21 0.468 2.083 -3.239
C22 1.661 1.604 -3.755
C23 2.106 0.326 -3.460
C24 1.366 -0.495 -2.627
C25 0.169 -0.008 -2.084
C26 -0.274 1.262 -2.397
H7 -1.201 1.617 -1.969
O2 -0.518 -0.851 -1.250
H8 -1.297 -0.397 -0.905
O3 1.791 -1.752 -2.338
H9 1.162 -2.139 -1.711
H10 3.030 -0.051 -3.869
H11 2.254 2.229 -4.407
H12 0.693 3.950 -4.244
H13 -0.984 3.425 -4.064
H14 2.309 3.728 1.441
H15 3.053 4.424 -0.013
H16 4.107 2.281 0.419
H17 3.093 2.089 -1.016
H18 2.261 1.310 1.813
H19 1.315 1.063 0.351
H20 4.022 -0.199 0.976
H21 3.163 -0.396 -0.549
H22 2.097 -1.217 2.189
H23 1.244 -1.427 0.663
H24 3.116 -2.878 -0.160
H25 3.918 -2.693 1.400
H26 1.070 -4.354 -0.374
H27 -1.145 -4.476 0.463
H28 -0.260 -3.108 2.968
H29 -0.415 -4.851 3.162
H30 -2.787 -4.622 2.192
H31 -2.274 -1.709 2.940
H32 -3.869 -2.428 2.716
H33 -3.176 -3.037 0.354
H34 -1.718 -2.076 0.596
H35 -3.541 -0.868 -0.607
H36 -4.595 -1.065 0.785
H37 -3.202 0.377 2.156
H38 -1.943 0.449 0.934
H39 -4.786 1.508 0.618
H40 -3.542 1.581 -0.625
H41 -3.379 2.925 2.115
H42 -3.691 3.740 0.583
H43 -2.120 2.988 0.882

Results
* SMILES: CCCCCCCC/C=C\CCCCCCCC(=O)NCCc1ccc(O)c(O)c1
* 2S+1: 1
* HOMO energy: -8.22 eV
* relative energy (zero: lowest compared OMol25 entry of this formula, charge and spin): 14.62 kJ/mol
* orbital gap: 9.01 eV
* DFT total energy: -35293.7683 eV
* charge: 0